(1)
Computed, not measured: 4 unconnected molecules or ions with the total composition C2H14N2O3 in a non-equilibrium geometry, with ωB97M-V with the def2-TZVPD basis set.

Structure (XYZ):
```
21
Properties=species:S:1:pos:R:3:lowdin_charge:R:1
O -1.173 2.108 1.420 -0.084
O 0.084 -2.704 0.434 -0.064
O -1.339 -0.708 2.157 -0.056
N 0.818 2.117 -0.564 -0.015
N 0.739 -1.392 -1.838 -0.010
C 0.552 1.046 -1.565 -0.265
C 0.910 -0.276 -0.910 -0.316
H -2.189 -0.748 2.604 0.049
H 0.313 -0.376 0.010 0.081
H -1.756 2.815 1.181 0.028
H 1.109 1.134 -2.505 0.108
H 0.692 -2.272 -1.329 0.033
H 0.368 -3.449 0.958 0.047
H 1.690 1.849 -0.120 0.080
H -1.222 0.206 1.875 -0.008
H -0.607 1.930 0.623 0.004
H 1.937 -0.258 -0.526 0.117
H -0.250 -1.348 -2.099 0.070
H 0.976 2.972 -1.080 0.080
H -0.486 1.051 -1.902 0.109
H -0.190 -2.061 1.106 0.012
```

The calculation puts the lowest unoccupied orbital energy at 0.818 eV. Its structure (SMILES) is NCCN.O.O.O. For the energy above the lowest of the compared OMol25 structures with the same formula, charge and spin, the calculation gives 12.6 kcal/mol. The highest occupied orbital energy is -9.11 eV. For the orbital gap, the calculation gives 0.365 Eh. For the total energy, the calculation gives -11423.8793 eV.

(2)
Computed, not measured: 4 unconnected molecules or ions with the total composition C2H14N2O3 in a non-equilibrium geometry, with ωB97M-V with the def2-TZVPD basis set.

Structure (XYZ):
```
21
Properties=species:S:1:pos:R:3:lowdin_charge:R:1
O -3.392 3.045 -3.924 -0.070
O 0.997 -3.351 -2.549 -0.051
O 2.549 -1.703 3.426 -0.061
N 0.617 1.439 1.403 0.049
N -1.293 -0.039 1.278 0.279
C 0.837 0.480 0.270 -0.175
C -0.382 -0.451 0.229 -0.160
H -3.100 2.884 -4.829 0.036
H -1.605 0.936 1.224 0.149
H 2.602 -0.763 3.200 0.014
H 0.276 -3.949 -2.773 0.043
H 0.838 2.376 1.086 0.103
H 0.578 -2.538 -2.247 0.009
H 2.961 -1.712 4.296 0.047
H -1.104 -0.292 2.249 0.156
H -0.123 -1.500 0.382 0.136
H 1.012 1.039 -0.648 0.127
H 1.735 -0.108 0.458 0.119
H 1.268 1.243 2.150 0.085
H -0.950 -0.316 -0.680 0.131
H -4.321 3.281 -4.001 0.034
```

The calculation puts the lowest unoccupied orbital energy (spin up / spin down) at -3.447 / -8.065 eV. For the energy above the lowest of the compared OMol25 structures with the same formula, charge and spin, the calculation gives 13.2 kcal/mol. Its expectation value of S² is 0.755. The highest occupied orbital energy (spin up / spin down) is -13.81 / -13.81 eV. Its spin multiplicity is 2. For the orbital gap (spin up / spin down), the calculation gives 0.381 / 0.211 Eh. As for the net charge: +1. For the total energy, the calculation gives -11414.5119 eV.

(3)
Computed, not measured: 5 unconnected molecules or ions with the total composition C2H14N2O4 in a non-equilibrium geometry, with ωB97M-V with the def2-TZVPD basis set.

Structure (XYZ):
```
22
Properties=species:S:1:pos:R:3:lowdin_charge:R:1
O 2.601 4.126 -0.933 -0.050
O -1.901 -3.813 0.800 -0.054
O -0.374 3.633 1.168 -0.053
O -3.432 -0.891 0.741 -0.068
N 1.806 -1.475 -2.250 0.019
N 0.252 -0.258 0.906 0.013
C 0.336 -0.805 -0.386 -0.225
C 1.511 -0.858 -1.008 -0.233
H 1.000 -1.489 -2.805 0.047
H -3.347 -1.851 0.706 0.006
H 0.452 3.155 1.126 0.003
H 2.479 -0.926 -2.772 0.072
H 2.329 -0.322 -0.537 0.103
H 2.230 4.995 -0.776 0.036
H -1.075 -3.510 0.398 0.034
H -0.485 -0.385 1.568 0.062
H -0.914 2.928 1.550 0.037
H -0.613 -1.105 -0.782 0.100
H 1.961 3.495 -0.596 0.010
H 1.072 0.217 1.238 0.064
H -1.551 -4.146 1.634 0.044
H -4.337 -0.715 1.011 0.032
```

The calculation puts the lowest unoccupied orbital energy at 0.470 eV. Its structure (SMILES) is N/C=C/N.O.O.O.O. For the energy above the lowest of the compared OMol25 structures with the same formula, charge and spin, the calculation gives 36.9 kcal/mol. The highest occupied orbital energy is -7.30 eV. For the orbital gap, the calculation gives 0.286 Eh. For the total energy, the calculation gives -13470.2654 eV.

(4)
Computed, not measured: 4 unconnected molecules or ions with the total composition C2H14NO3 in a non-equilibrium geometry, with ωB97M-V with the def2-TZVPD basis set.

Structure (XYZ):
```
20
Properties=species:S:1:pos:R:3:lowdin_charge:R:1
O -0.230 -1.320 -1.516 0.162
O 2.672 -1.153 0.261 0.140
O -0.008 -2.552 0.875 0.090
N -0.387 1.205 -0.377 -0.052
C -1.006 2.493 -0.804 -0.010
C -0.716 0.764 1.036 0.019
H 0.193 -1.719 -0.713 0.052
H -0.936 3.304 -0.021 0.131
H -0.693 -2.848 1.499 0.132
H 3.523 -1.625 0.321 0.123
H 2.782 -0.323 0.756 0.105
H -0.493 2.866 -1.710 0.120
H -0.715 0.463 -1.067 0.148
H -2.092 2.443 -0.893 0.112
H 0.613 1.312 -0.534 0.165
H -1.615 1.288 1.496 0.146
H -0.944 -0.274 0.901 0.053
H 0.708 -3.207 0.804 0.116
H -0.768 -1.956 -2.029 0.150
H 0.113 0.838 1.715 0.098
```

The calculation puts the lowest unoccupied orbital energy (spin up / spin down) at -7.151 / -15.212 eV. For the energy above the lowest of the compared OMol25 structures with the same formula, charge and spin, the calculation gives 20.7 kcal/mol. Its expectation value of S² is 0.757. The highest occupied orbital energy (spin up / spin down) is -20.72 / -19.63 eV. Its spin multiplicity is 2. For the orbital gap (spin up / spin down), the calculation gives 0.499 / 0.163 Eh. As for the net charge: +2. For the total energy, the calculation gives -9912.2238 eV.